{
  "formula": "C20H43AsIN2O3PSSi3TeW",
  "method": "wB97M-V/def2-TZVPD",
  "max_force_ev_per_a": 3.03,
  "spin_multiplicity": 3,
  "total_charge": 2,
  "gap_ev": [6.13, 6.39],
  "homo_ev": [-13.50, -13.63],
  "e_lumo_ev": [-7.4, -7.2],
  "species": ["W", "C", "C", "O", "P", "O", "Te", "O", "C", "C", "H", "H", "H", "H", "H", "H", "H", "H", "H", "H", "N", "C", "N", "C", "C", "C", "C", "C", "C", "S", "H", "H", "H", "H", "H", "H", "C", "Si", "C", "C", "As", "Si", "C", "C", "C", "Si", "C", "C", "C", "H", "H", "H", "H", "H", "H", "H", "H", "H", "H", "H", "H", "H", "H", "H", "H", "H", "H", "H", "H", "H", "H", "H", "H", "H", "H", "H", "I"],
  "positions_angstrom": [[-0.5553, 0.7389, -0.1177], [-4.1099, 3.1105, -2.1634], [-4.2946, 2.3181, -0.9001], [-3.0088, 1.8682, -0.3402], [-2.9595, 1.0225, 1.0867], [-2.0951, -0.2613, 0.4070], [-5.1168, 0.2376, 1.7781], [-0.2715, 1.9303, 1.2001], [-0.1584, 3.2432, 1.7817], [-0.8406, 4.3011, 0.9545], [-5.0990, 3.4233, -2.5021], [-3.6529, 2.5213, -2.9568], [-3.5129, 4.0063, -1.9954], [-4.8954, 1.4253, -1.0782], [-4.7882, 2.9189, -0.1386], [0.9104, 3.4391, 1.8754], [-0.5845, 3.1649, 2.7803], [-0.3111, 4.4654, 0.0163], [-0.8291, 5.2358, 1.5171], [-1.8784, 4.0395, 0.7529], [-1.3758, -1.6613, -1.8766], [-1.6320, -0.4779, -2.6075], [-1.1987, 0.6656, -2.1456], [-1.2123, 1.6594, -3.1461], [-1.0572, 3.0356, -2.9893], [-1.0479, 3.8203, -4.1164], [-1.2083, 3.2634, -5.3998], [-1.4156, 1.9157, -5.5643], [-1.4242, 1.1214, -4.4130], [-1.6988, -0.5772, -4.2882], [-0.9433, -2.3531, -2.4776], [-2.2181, -2.0873, -1.4978], [-0.9780, 3.4729, -2.0066], [-0.9159, 4.8893, -4.0153], [-1.1867, 3.9068, -6.2691], [-1.5661, 1.4834, -6.5443], [0.0095, -4.3522, -0.0631], [1.6202, -3.4727, 0.0581], [2.6862, -4.3131, 1.2802], [2.5267, -3.2700, -1.5322], [0.9637, -1.0738, 0.3995], [3.3360, -0.4018, 1.1826], [2.8927, 1.1156, 2.1512], [4.3177, -1.5387, 2.2435], [4.1746, -0.1598, -0.4495], [-0.2664, -1.4115, 2.5249], [-0.5650, 0.0495, 3.6375], [0.9336, -2.4178, 3.5539], [-1.7519, -2.5252, 2.4374], [0.1103, -5.1818, -0.7716], [-0.8094, -3.7148, -0.3939], [-0.2614, -4.7779, 0.9041], [2.6105, -5.3672, 0.9820], [2.3758, -4.2374, 2.3166], [3.7314, -4.0190, 1.2108], [2.4608, -4.1995, -2.1069], [3.5838, -3.0644, -1.3509], [2.1308, -2.4606, -2.1472], [3.1478, 0.9760, 3.2056], [1.8369, 1.3522, 2.0876], [3.4519, 1.9780, 1.7784], [3.7795, -2.0530, 3.0356], [5.0594, -0.8833, 2.7159], [4.8601, -2.2800, 1.6563], [3.5373, -0.4169, -1.2938], [5.0784, -0.7736, -0.5020], [4.4636, 0.8840, -0.5746], [0.3824, 0.4915, 3.9535], [-1.0504, -0.3811, 4.5183], [-1.2098, 0.8456, 3.2716], [1.9738, -2.1427, 3.4008], [0.8308, -3.4792, 3.3225], [0.7032, -2.2919, 4.6150], [-2.5528, -2.2122, 1.7713], [-2.1637, -2.5758, 3.4503], [-1.4515, -3.5324, 2.1521], [1.6437, 2.0631, -1.2314]],
  "atomic_forces_ev_per_a": [[1.9, 1.9, -1.4], [0.0, 0.0, 0.0], [0.1, 0.0, 0.0], [-0.3, 0.2, 0.3], [-1.5, -0.2, 0.2], [-0.6, 0.5, 0.5], [0.1, -0.1, -0.1], [-0.4, -0.8, -0.2], [0.2, 0.3, 0.1], [0.0, 0.0, -0.1], [0.0, 0.0, 0.0], [-0.1, 0.0, 0.0], [0.0, 0.0, 0.0], [0.0, -0.1, 0.0], [0.0, 0.0, 0.0], [0.0, -0.1, -0.1], [-0.1, -0.1, 0.0], [0.0, 0.0, 0.0], [0.0, 0.0, 0.0], [0.0, 0.0, 0.0], [-0.8, -0.1, 0.2], [2.3, -1.4, -0.4], [-0.9, 0.9, 0.3], [0.0, -0.1, 0.1], [0.0, -0.1, 0.1], [0.0, 0.0, -0.3], [0.0, 0.2, 0.2], [0.0, -0.2, 0.1], [0.1, 0.2, -0.2], [-0.8, 0.1, -0.7], [0.0, 0.0, -0.1], [0.0, 0.2, 0.2], [0.1, 0.0, 0.0], [0.0, 0.0, 0.0], [0.0, 0.0, 0.0], [0.0, 0.0, 0.0], [-0.4, -0.2, -0.1], [-0.6, 0.2, -0.8], [0.4, 0.2, 0.5], [0.1, 0.1, -0.4], [1.4, -1.2, 2.2], [-0.9, 0.7, -0.5], [0.2, 0.3, 0.3], [0.1, -0.6, 0.0], [0.3, -0.1, -0.2], [0.5, -0.8, 0.8], [-0.1, 0.5, -0.3], [0.2, -0.2, -0.1], [-0.3, 0.0, -0.4], [0.0, 0.0, 0.1], [0.0, -0.1, 0.0], [0.0, 0.0, -0.1], [0.0, 0.0, 0.0], [0.0, -0.1, 0.0], [0.0, -0.1, 0.0], [0.1, 0.0, 0.0], [0.0, 0.0, 0.0], [0.0, -0.1, -0.1], [0.0, 0.0, 0.0], [-0.1, 0.0, 0.0], [0.0, 0.0, 0.1], [0.1, 0.1, 0.0], [0.0, 0.0, 0.0], [0.0, 0.1, 0.1], [0.0, 0.0, 0.0], [0.0, 0.0, 0.0], [0.1, 0.0, 0.0], [0.0, 0.0, 0.0], [0.1, 0.0, 0.0], [0.0, 0.0, 0.0], [-0.1, 0.0, 0.1], [0.0, 0.0, 0.1], [0.0, 0.0, -0.1], [0.0, 0.0, 0.0], [0.1, 0.0, 0.0], [0.0, 0.0, 0.1], [-0.3, -0.2, -0.2]],
  "lowdin_spin": [0.810, 0.001, 0.008, 0.017, 0.135, 0.082, 0.806, 0.007, 0.003, 0.001, 0.000, 0.000, 0.000, 0.011, -0.001, 0.000, 0.000, 0.000, 0.000, 0.001, 0.000, 0.003, 0.009, 0.002, 0.002, 0.000, 0.000, 0.000, 0.000, 0.001, 0.000, 0.000, 0.001, 0.000, 0.000, 0.000, -0.001, -0.004, -0.002, 0.001, 0.008, 0.005, 0.000, 0.000, 0.007, 0.020, 0.002, 0.005, 0.005, 0.000, 0.000, 0.000, 0.000, 0.000, 0.000, 0.000, 0.000, 0.000, 0.000, 0.000, 0.000, 0.000, 0.000, 0.000, 0.002, 0.001, 0.000, 0.000, 0.000, 0.001, 0.000, 0.000, 0.001, 0.000, 0.001, 0.000, 0.048]
}

{
  "formula": "C56H42IMoN4O4S2Si",
  "method": "wB97M-V/def2-TZVPD",
  "max_force_ev_per_a": 0.70,
  "relative_energy_kcal_mol": 29.3,
  "spin_multiplicity": 3,
  "total_charge": -1,
  "gap_ev": [6.37, 6.47],
  "homo_ev": [-4.86, -5.25],
  "e_lumo_ev": [1.5, 1.2],
  "species": ["Mo", "C", "C", "N", "C", "C", "C", "O", "C", "C", "N", "C", "C", "C", "C", "C", "C", "I", "C", "O", "H", "H", "H", "H", "H", "H", "H", "H", "H", "H", "H", "H", "S", "C", "C", "C", "C", "N", "C", "C", "C", "S", "C", "N", "H", "H", "C", "C", "C", "C", "C", "C", "C", "C", "H", "H", "H", "H", "H", "O", "Si", "C", "C", "C", "C", "C", "C", "C", "C", "C", "C", "C", "C", "C", "C", "C", "C", "C", "C", "H", "H", "H", "H", "H", "H", "H", "H", "H", "H", "H", "H", "H", "H", "H", "C", "C", "O", "C", "C", "C", "C", "C", "C", "H", "H", "H", "H", "H", "H", "H", "H"],
  "positions_angstrom": [[-0.4774, -0.3237, -0.3210], [0.7518, -4.5472, -2.0652], [0.1831, -4.5354, -0.6807], [-0.1857, -5.6614, -0.1232], [-0.7253, -5.6400, 1.1150], [-0.8823, -4.5006, 1.8579], [-1.4897, -4.5753, 3.2307], [-2.8080, -4.0473, 3.2933], [-0.4849, -3.2666, 1.2800], [-0.3718, -2.0912, 2.0986], [-0.0068, -0.8975, 1.7316], [0.7056, -0.1941, 2.7656], [1.5407, -1.0081, 3.5462], [2.3257, -0.5340, 4.5773], [2.3323, 0.8233, 4.8255], [1.5782, 1.6597, 4.0274], [0.7689, 1.1992, 2.9837], [2.3022, 0.2915, -0.5173], [0.0182, -3.2694, -0.0332], [0.3370, -2.1996, -0.6805], [0.8018, -5.5717, -2.4267], [1.7460, -4.0955, -2.0777], [0.1299, -3.9478, -2.7346], [-1.0324, -6.5990, 1.5168], [-0.8488, -4.0759, 3.9686], [-1.5641, -5.6201, 3.5321], [-2.8685, -3.2712, 2.7227], [-0.4641, -2.2623, 3.1687], [1.6210, -2.0538, 3.2836], [2.9471, -1.2153, 5.1427], [2.9458, 1.2465, 5.6105], [1.6365, 2.7196, 4.2129], [-2.3192, 0.8299, 0.8736], [-3.4516, -0.3819, 1.3962], [-4.2976, -0.1502, 2.4772], [-5.2707, -1.0773, 2.8333], [-6.1221, -0.8054, 3.9560], [-6.8102, -0.5738, 4.8476], [-5.4013, -2.2639, 2.0968], [-4.5487, -2.5050, 1.0244], [-3.5708, -1.5787, 0.6688], [-2.5031, -1.8297, -0.6725], [-6.4023, -3.2349, 2.4355], [-7.2071, -4.0181, 2.6817], [-4.2051, 0.7680, 3.0431], [-4.6423, -3.4276, 0.4669], [-0.4536, 1.7055, -0.9263], [-0.4102, 2.7070, -1.6146], [-0.3182, 3.7881, -2.5487], [-0.1841, 3.4985, -3.9130], [-0.0987, 4.5161, -4.8481], [-0.1396, 5.8443, -4.4427], [-0.2599, 6.1410, -3.0921], [-0.3473, 5.1264, -2.1519], [-0.1320, 2.4618, -4.2236], [0.0071, 4.2709, -5.8980], [-0.0717, 6.6403, -5.1736], [-0.2858, 7.1726, -2.7622], [-0.4366, 5.3635, -1.1026], [0.0897, 2.0875, 2.2123], [-0.0323, 3.7334, 2.5426], [-0.7969, 3.8611, 4.2541], [-1.7129, 2.8558, 4.5868], [-2.3917, 2.8718, 5.7955], [-2.1669, 3.8985, 6.7027], [-1.2700, 4.9081, 6.3885], [-0.5961, 4.8890, 5.1740], [1.6796, 4.4546, 2.3009], [2.3941, 5.2563, 3.1921], [3.6615, 5.7258, 2.8753], [4.2400, 5.3915, 1.6588], [3.5510, 4.5841, 0.7657], [2.2819, 4.1231, 1.0831], [-1.1795, 4.7256, 1.4430], [-0.8868, 6.0962, 1.4554], [-1.7042, 7.0200, 0.8197], [-2.8390, 6.5894, 0.1484], [-3.1472, 5.2372, 0.1279], [-2.3319, 4.3178, 0.7732], [-1.8915, 2.0436, 3.8885], [-3.0943, 2.0822, 6.0314], [-2.6928, 3.9127, 7.6491], [-1.0960, 5.7168, 7.0879], [0.0805, 5.7039, 4.9458], [1.9734, 5.5129, 4.1573], [4.2001, 6.3458, 3.5818], [5.2314, 5.7520, 1.4126], [4.0002, 4.2975, -0.1768], [1.7687, 3.4746, 0.3823], [0.0080, 6.4551, 1.9533], [-1.4471, 8.0721, 0.8414], [-3.4757, 7.3027, -0.3604], [-4.0261, 4.8880, -0.3999], [-2.5954, 3.2704, 0.7363], [-2.7719, 0.4899, -3.2655], [-1.4960, -0.2775, -3.4001], [-0.7307, -0.3907, -2.4558], [-1.0993, -0.9023, -4.6865], [0.1589, -1.4985, -4.7720], [0.5516, -2.1054, -5.9519], [-0.3083, -2.1260, -7.0433], [-1.5620, -1.5367, -6.9598], [-1.9571, -0.9212, -5.7822], [-2.7824, 0.9881, -2.2988], [-3.6167, -0.2006, -3.3207], [-2.8627, 1.2181, -4.0734], [0.8092, -1.4757, -3.9062], [1.5283, -2.5660, -6.0205], [0.0004, -2.6054, -7.9638], [-2.2309, -1.5581, -7.8101], [-2.9351, -0.4632, -5.7146]],
  "atomic_forces_ev_per_a": [[-0.6, 0.4, 0.0], [0.0, 0.0, 0.0], [0.0, 0.0, 0.0], [0.0, 0.0, 0.0], [0.0, 0.0, 0.0], [0.0, 0.0, 0.0], [0.0, 0.0, 0.0], [0.0, 0.0, 0.0], [-0.1, 0.0, 0.0], [-0.1, -0.1, 0.0], [0.0, 0.1, 0.2], [0.2, 0.0, -0.1], [0.1, 0.0, 0.0], [0.0, 0.0, 0.0], [0.0, 0.0, 0.0], [-0.1, 0.0, -0.1], [0.0, 0.0, 0.0], [-0.1, 0.0, 0.0], [0.0, 0.0, 0.0], [0.0, -0.2, -0.1], [0.0, 0.0, 0.0], [0.0, 0.0, 0.0], [0.0, 0.0, 0.0], [0.0, 0.0, 0.0], [0.0, 0.0, 0.0], [0.0, 0.0, 0.0], [0.0, 0.0, 0.0], [0.1, 0.0, 0.0], [0.0, 0.0, 0.0], [0.0, 0.0, 0.0], [0.0, 0.0, 0.0], [0.0, 0.1, 0.0], [0.1, 0.0, 0.0], [0.0, 0.0, 0.0], [0.0, 0.0, 0.0], [0.0, 0.0, 0.0], [-0.1, 0.0, 0.0], [0.0, 0.0, 0.0], [0.0, 0.0, 0.0], [0.0, 0.0, 0.0], [0.0, 0.0, 0.0], [0.1, 0.1, 0.0], [0.0, 0.0, 0.0], [0.0, 0.0, 0.0], [0.0, 0.0, 0.0], [0.0, 0.0, 0.0], [0.1, 0.0, 0.1], [-0.1, 0.1, 0.1], [0.0, -0.1, 0.0], [0.0, 0.0, 0.0], [0.0, 0.0, 0.0], [0.0, 0.0, 0.0], [0.0, 0.0, 0.0], [0.0, 0.0, 0.0], [0.0, 0.0, 0.0], [0.0, 0.0, 0.0], [0.0, 0.0, 0.0], [0.0, 0.0, 0.0], [0.0, 0.0, 0.1], [-0.1, 0.1, 0.0], [-0.1, -0.1, 0.0], [0.0, -0.2, 0.0], [0.0, 0.0, 0.0], [0.0, 0.0, 0.0], [0.0, 0.0, 0.0], [0.0, 0.0, 0.0], [0.0, 0.1, 0.0], [0.0, 0.0, 0.0], [0.0, 0.0, 0.0], [0.0, 0.0, 0.0], [0.0, 0.0, 0.0], [0.0, 0.0, 0.0], [0.0, 0.0, 0.0], [0.1, 0.1, 0.0], [0.0, 0.0, -0.1], [0.0, 0.0, 0.0], [0.0, 0.0, 0.0], [0.0, 0.0, 0.0], [0.0, -0.1, 0.0], [0.0, 0.0, 0.0], [0.0, 0.0, 0.0], [0.0, 0.0, 0.0], [0.0, 0.0, 0.0], [0.0, 0.0, 0.0], [0.0, 0.0, 0.0], [0.0, 0.0, 0.0], [0.0, 0.0, 0.0], [0.0, 0.0, 0.0], [-0.1, -0.1, -0.1], [0.0, 0.0, 0.0], [0.0, 0.0, 0.0], [0.0, 0.0, 0.0], [0.0, 0.0, 0.0], [0.0, 0.0, 0.0], [0.0, 0.0, 0.0], [-0.1, 0.3, 0.1], [0.4, -0.5, -0.2], [0.0, 0.0, 0.0], [0.0, 0.0, 0.0], [0.0, 0.0, 0.0], [0.0, 0.0, 0.0], [0.0, 0.0, 0.0], [0.0, 0.0, 0.0], [0.0, 0.0, 0.0], [0.0, 0.0, 0.0], [0.0, 0.0, 0.0], [0.0, 0.0, 0.0], [0.0, 0.0, 0.0], [0.0, 0.0, 0.0], [0.0, 0.0, 0.0], [0.0, 0.0, 0.0]],
  "lowdin_spin": [1.751, 0.001, 0.006, 0.000, 0.009, 0.000, -0.001, 0.000, 0.010, 0.011, 0.011, 0.005, 0.002, 0.000, 0.001, 0.000, 0.002, -0.001, 0.004, 0.029, 0.000, 0.000, 0.000, 0.001, 0.000, 0.000, 0.000, 0.000, 0.000, 0.000, 0.000, 0.000, 0.017, 0.001, 0.006, -0.001, 0.000, -0.001, 0.005, 0.002, 0.004, -0.001, 0.001, 0.002, 0.000, 0.000, -0.024, 0.063, 0.010, 0.009, 0.000, 0.007, -0.001, 0.008, 0.001, 0.000, 0.000, 0.000, 0.000, 0.005, 0.000, 0.000, 0.000, 0.000, 0.000, 0.000, 0.000, 0.000, 0.000, 0.000, 0.000, 0.000, 0.000, 0.000, 0.000, 0.000, 0.000, 0.000, 0.001, 0.000, 0.000, 0.000, 0.000, 0.000, 0.000, 0.000, 0.000, 0.000, 0.000, 0.000, 0.000, 0.000, 0.000, 0.001, 0.004, 0.013, 0.016, 0.000, 0.002, 0.000, 0.002, 0.000, 0.002, 0.000, 0.001, 0.001, 0.000, 0.000, 0.000, 0.000, 0.000]
}

{
  "formula": "C5H10O2",
  "method": "wB97M-V/def2-TZVPD",
  "smiles": "CO[C@H]1C[C@H]1CO",
  "max_force_ev_per_a": 0.37,
  "relative_energy_kcal_mol": 61.7,
  "total_charge": 0,
  "gap_ev": 10.71,
  "homo_ev": -9.66,
  "e_lumo_ev": 1.0,
  "species": ["C", "O", "C", "C", "C", "C", "O", "H", "H", "H", "H", "H", "H", "H", "H", "H", "H"],
  "positions_angstrom": [[-1.5785, -1.4887, -0.3799], [-0.2248, -1.3717, 0.0270], [-0.0462, -0.3545, 0.9654], [1.3415, 0.0831, 1.2673], [0.4044, 1.0206, 0.5326], [0.6893, 1.3515, -0.9348], [-0.1094, 0.6728, -1.8824], [-1.9134, -0.5723, -0.8747], [-2.2273, -1.7070, 0.4747], [-1.6179, -2.3280, -1.0769], [-0.7547, -0.4052, 1.7952], [1.6182, 0.2902, 2.2971], [2.1339, -0.3581, 0.6648], [-0.0193, 1.8368, 1.1171], [0.4969, 2.4119, -1.1034], [1.7549, 1.1883, -1.1501], [0.0525, -0.2696, -1.7389]],
  "atomic_forces_ev_per_a": [[-0.1, -0.1, -0.1], [0.2, 0.0, 0.0], [0.0, 0.1, 0.2], [0.1, 0.0, 0.1], [-0.1, 0.2, -0.1], [0.2, 0.2, 0.2], [0.0, -0.2, 0.0], [-0.1, -0.1, 0.1], [0.0, 0.0, 0.0], [-0.1, 0.1, 0.1], [0.1, 0.0, -0.1], [-0.1, -0.1, -0.2], [-0.2, 0.1, 0.1], [0.1, -0.2, -0.1], [0.0, 0.0, 0.1], [-0.1, 0.0, 0.0], [0.0, 0.1, -0.1]],
  "nbo_charge": [-0.266, -0.540, 0.092, -0.430, -0.291, -0.063, -0.720, 0.194, 0.171, 0.194, 0.183, 0.219, 0.222, 0.217, 0.187, 0.159, 0.473]
}